Molecular formula: C54H162N27O9P9
Method: DFT, the ωB97M-V functional and the def2-TZVPD basis

Properties
Energy above the lowest of the compared OMol25 structures with the same formula, charge and spin in eV: 6.921
HOMO in eV: -7.35
SMILES: CN(C)P(=O)(N(C)C)N(C)C.CN(C)P(=O)(N(C)C)N(C)C.CN(C)P(=O)(N(C)C)N(C)C.CN(C)P(=O)(N(C)C)N(C)C.CN(C)P(=O)(N(C)C)N(C)C.CN(C)P(=O)(N(C)C)N(C)C.CN(C)P(=O)(N(C)C)N(C)C.CN(C)P(=O)(N(C)C)N(C)C.CN(C)P(=O)(N(C)C)N(C)C
Net charge: 0
E in eV: -200891.927
Kohn-Sham gap in eV: 7.794

Positions of all 261 atoms, in Å:
C1 3.5802 2.9968 6.9160
N1 4.3015 2.7758 5.6119
C2 3.8869 3.7470 4.5881
P1 5.7214 1.8603 5.4804
O1 5.8435 0.8037 6.4923
N2 5.7851 1.2890 3.8437
C3 7.0512 1.1260 3.0791
C4 4.6759 0.4421 3.3877
N3 7.0289 2.9831 5.4982
C5 8.4431 2.6973 5.9189
C6 6.9097 4.3328 4.8902
H1 2.5178 2.9657 6.6744
H2 3.9407 3.9119 7.3859
H3 3.7220 2.1689 7.6108
H4 3.9402 4.7728 4.9527
H5 2.8889 3.5579 4.1929
H6 4.5637 3.6551 3.7386
H7 6.7969 1.2553 2.0271
H8 7.8747 1.8113 3.2799
H9 7.3664 0.0916 3.2158
H10 4.5358 -0.4003 4.0650
H11 3.8160 1.1089 3.4510
H12 4.7845 0.0612 2.3722
H13 8.7873 3.4693 6.6070
H14 8.5009 1.7809 6.5063
H15 9.1870 2.6910 5.1222
H16 6.6602 4.2734 3.8308
H17 7.8382 4.9010 4.9473
H18 6.0767 4.8886 5.3205
C7 -7.4043 -5.6877 2.7238
N4 -6.5924 -4.4758 2.7209
C8 -5.1548 -4.6310 2.3146
P2 -7.1029 -3.1044 3.6224
O2 -8.5466 -3.0777 3.9654
N5 -6.1454 -3.1460 5.0649
C9 -4.7073 -2.9329 5.0748
C10 -6.7916 -3.4524 6.3318
N6 -6.5185 -1.8386 2.6906
C11 -6.2576 -0.4690 3.2067
C12 -6.8253 -1.7701 1.2338
H19 -8.3391 -5.5207 2.1886
H20 -7.7357 -5.8229 3.7534
H21 -7.0313 -6.6028 2.2639
H22 -5.1931 -5.0190 1.2967
H23 -4.7484 -5.3410 3.0348
H24 -4.5711 -3.7115 2.3575
H25 -4.4513 -3.9852 5.1975
H26 -4.3959 -2.5932 4.0871
H27 -4.3298 -2.2211 5.8089
H28 -7.1045 -2.5045 6.7695
H29 -7.7061 -4.0036 6.1131
H30 -6.1113 -3.9799 7.0005
H31 -5.2470 -0.2577 2.8572
H32 -6.8517 0.2968 2.7079
H33 -6.2447 -0.3987 4.2943
H34 -7.7044 -1.1532 1.0478
H35 -6.8160 -2.7387 0.7338
H36 -6.0368 -1.2262 0.7135
C13 3.1622 1.3731 -8.0393
N7 1.7071 1.1678 -7.7704
C14 0.9010 1.1751 -9.0057
P3 1.1337 0.8102 -6.1466
O3 1.4620 -0.5882 -5.7491
N8 1.9623 1.9858 -5.1293
C15 2.2101 3.3946 -5.5007
C16 2.0188 1.7250 -3.7097
N9 -0.4879 1.2960 -6.0885
C17 -0.9659 2.6120 -6.5803
C18 -1.2384 0.8242 -4.8938
H37 3.4597 0.4832 -8.5940
H38 3.7712 1.3165 -7.1371
H39 3.3153 2.2086 -8.7223
H40 1.0950 1.9348 -9.7630
H41 -0.1633 1.2049 -8.7725
H42 1.1585 0.2183 -9.4599
H43 1.8965 4.0163 -4.6621
H44 3.2780 3.5619 -5.6410
H45 1.5534 3.6803 -6.3224
H46 1.2289 2.3093 -3.2376
H47 1.8518 0.6563 -3.5754
H48 3.0128 1.9813 -3.3433
H49 -0.3704 3.0155 -7.3992
H50 -2.0205 2.5220 -6.8407
H51 -0.8780 3.4150 -5.8485
H52 -1.1193 -0.2523 -4.7709
H53 -2.2961 1.0774 -4.8215
H54 -0.8731 1.3434 -4.0077
C19 6.6073 -1.5725 0.3811
N10 6.0535 -2.7347 1.0401
C20 6.0029 -2.8312 2.4656
P4 4.9935 -3.7575 0.1074
O4 3.5076 -3.3840 0.0952
N11 5.6279 -3.7325 -1.4893
C21 7.0194 -4.1874 -1.7345
C22 4.7608 -3.9292 -2.6495
N12 5.2288 -5.4475 0.5264
C23 4.1758 -6.3622 0.1755
C24 6.3904 -6.0386 1.2121
H55 7.4726 -1.2994 0.9851
H56 5.9119 -0.7342 0.4236
H57 6.8818 -1.8548 -0.6353
H58 6.7503 -3.4816 2.9200
H59 5.0365 -2.9407 2.9579
H60 6.3345 -1.8919 2.9081
H61 6.9838 -5.2768 -1.7411
H62 7.3472 -3.9285 -2.7412
H63 7.6945 -3.7990 -0.9719
H64 3.8504 -3.3451 -2.5154
H65 5.2426 -3.5932 -3.5678
H66 4.4038 -4.9590 -2.6611
H67 3.4321 -6.4711 0.9648
H68 3.6321 -5.9718 -0.6848
H69 4.5243 -7.3817 0.0103
H70 5.9764 -6.7874 1.8873
H71 6.9190 -5.2395 1.7317
H72 7.0570 -6.5087 0.4891
C25 -6.4521 -4.5623 -4.5348
N13 -5.4209 -3.5730 -4.0985
C26 -4.0508 -4.0655 -4.4406
P5 -5.7704 -2.6024 -2.6692
O5 -5.2101 -3.1616 -1.4091
N14 -5.0953 -1.0490 -3.1843
C27 -5.5620 -0.1914 -4.2660
C28 -4.2343 -0.4028 -2.2793
N15 -7.4773 -2.4117 -2.5910
C29 -8.3009 -1.7968 -3.6497
C30 -8.2185 -3.4114 -1.8476
H73 -6.2082 -5.5546 -4.1552
H74 -6.6207 -4.6465 -5.6084
H75 -7.4534 -4.3771 -4.1459
H76 -3.3670 -3.2408 -4.2393
H77 -4.0040 -4.4605 -5.4554
H78 -3.7661 -4.8833 -3.7786
H79 -4.7301 0.4259 -4.6051
H80 -5.9223 -0.8981 -5.0136
H81 -6.4191 0.4115 -3.9658
H82 -4.6471 0.5152 -1.8610
H83 -4.0158 -1.0406 -1.4229
H84 -3.2873 -0.1120 -2.7340
H85 -7.7078 -1.4339 -4.4892
H86 -8.9873 -2.5067 -4.1114
H87 -8.7050 -0.8661 -3.2515
H88 -7.5739 -4.0563 -1.2503
H89 -8.7312 -4.1174 -2.5008
H90 -8.9451 -2.9178 -1.2022
C31 -6.6229 6.9562 -4.0837
N16 -5.9551 6.0405 -3.1227
C32 -6.6787 6.0220 -1.9001
P6 -4.2988 5.8262 -3.0482
O6 -3.6114 6.6655 -2.0742
N17 -4.1463 4.1223 -2.7744
C33 -5.1526 3.1552 -3.1080
C34 -2.9185 3.6040 -2.2632
N18 -3.7263 5.9490 -4.6450
C35 -2.4211 6.4434 -4.9700
C36 -4.4174 5.2020 -5.7594
H91 -7.4157 6.3324 -4.4965
H92 -5.9434 7.2811 -4.8717
H93 -6.9327 7.8379 -3.5226
H94 -6.6707 5.0318 -1.4445
H95 -7.7243 6.2649 -2.0891
H96 -6.2909 6.6882 -1.1294
H97 -5.8072 3.4765 -3.9181
H98 -4.7633 2.1959 -3.4490
H99 -5.9130 3.0316 -2.3369
H100 -2.5994 2.8586 -2.9917
H101 -2.0728 4.2815 -2.1462
H102 -3.1174 3.1048 -1.3149
H103 -1.8952 6.8647 -4.1133
H104 -1.9096 5.6198 -5.4682
H105 -2.5769 7.2773 -5.6544
H106 -4.4746 5.8014 -6.6680
H107 -5.4560 5.0716 -5.4553
H108 -3.9466 4.2203 -5.8116
C37 2.4320 4.5202 -1.7146
N19 3.5416 5.2379 -1.2377
C38 4.2989 5.6878 -2.3827
P7 4.0422 4.9762 0.3521
O7 3.0570 4.4403 1.3134
N20 5.3047 3.8774 -0.0404
C39 5.1878 2.4380 0.1582
C40 6.6083 4.3463 -0.6035
N21 4.7041 6.5206 0.7797
C41 4.0374 7.7698 0.3217
C42 5.8018 6.7389 1.7175
H109 2.1005 4.8279 -2.7063
H110 1.6247 4.6308 -0.9905
H111 2.7039 3.4665 -1.7769
H112 3.6743 6.1713 -3.1338
H113 4.8633 4.9748 -2.9836
H114 5.0302 6.4462 -2.1031
H115 4.5332 1.9435 -0.5595
H116 6.1592 1.9445 0.1285
H117 4.9107 2.2073 1.1868
H118 6.7151 5.4310 -0.5982
H119 7.4964 3.9261 -0.1314
H120 6.6242 4.0109 -1.6405
H121 3.0883 7.6024 -0.1875
H122 3.7747 8.3827 1.1839
H123 4.7128 8.3745 -0.2836
H124 6.4088 7.5018 1.2300
H125 6.2221 5.7892 2.0484
H126 5.4086 7.2042 2.6214
C43 2.2700 -3.5674 3.9977
N22 0.9064 -3.7381 3.4492
C44 0.9041 -3.8180 1.9547
P8 -0.4890 -4.2816 4.3251
O8 -1.7103 -3.8457 3.6650
N23 -0.3468 -5.9910 4.4027
C45 -1.1682 -6.7743 3.4176
C46 0.8987 -6.6458 4.8201
N24 -0.3319 -3.6938 5.9042
C47 -0.6580 -4.5568 7.0785
C48 -0.4644 -2.2777 6.1258
H127 2.5925 -2.5643 3.7186
H128 3.0482 -4.2004 3.5713
H129 2.3078 -3.4838 5.0838
H130 1.4031 -4.7732 1.7910
H131 1.5788 -3.0792 1.5222
H132 -0.0850 -3.7827 1.4982
H133 -2.2243 -6.5827 3.6072
H134 -0.9123 -6.6133 2.3703
H135 -1.0140 -7.8484 3.5206
H136 1.4454 -6.7762 3.8862
H137 1.5464 -6.0573 5.4698
H138 0.7541 -7.5908 5.3439
H139 -1.7186 -4.6041 7.3253
H140 -0.5046 -5.6106 6.8459
H141 0.0396 -4.3616 7.8929
H142 -0.2109 -1.6929 5.2417
H143 0.2557 -1.9949 6.8936
H144 -1.5081 -1.9757 6.2130
C49 -1.2321 -2.4157 -0.8957
N25 -0.1498 -1.5014 -0.4587
C50 1.0826 -1.8002 -1.1403
P9 -0.4655 0.0684 0.1523
O9 -0.8404 0.9980 -0.9247
N26 -1.6771 -0.0874 1.3376
C51 -2.6215 1.0098 1.5032
C52 -1.8774 -1.2883 2.2056
N27 0.8541 0.4641 1.1532
C53 1.5160 1.8084 1.0307
C54 1.3261 -0.3071 2.3209
H145 -1.9852 -2.3674 -0.1092
H146 -1.0017 -3.4690 -1.0552
H147 -1.6415 -2.0951 -1.8537
H148 0.8223 -1.6453 -2.1874
H149 1.3227 -2.8566 -1.0195
H150 1.9728 -1.3126 -0.7431
H151 -2.1687 1.9406 1.8445
H152 -3.0797 1.2269 0.5383
H153 -3.4361 0.7828 2.1910
H154 -2.8288 -1.7842 2.0133
H155 -1.0328 -1.9659 2.0815
H156 -1.8347 -0.9863 3.2520
H157 2.5325 1.6020 0.6957
H158 1.0420 2.4569 0.2939
H159 1.6327 2.3693 1.9580
H160 1.0771 0.2327 3.2345
H161 2.4126 -0.2507 2.2535
H162 1.0063 -1.3482 2.2759

Atom charges from the Löwdin analysis, given in e for atoms 1 to 99:
1 C -0.075
2 N -0.289
3 C -0.140
4 P 0.565
5 O -0.297
6 N -0.283
7 C -0.084
8 C -0.129
9 N -0.286
10 C -0.112
11 C -0.114
12 H 0.080
13 H 0.079
14 H 0.071
15 H 0.078
16 H 0.077
17 H 0.049
18 H 0.042
19 H 0.071
20 H 0.066
21 H 0.079
22 H 0.062
23 H 0.066
24 H 0.071
25 H 0.074
26 H 0.065
27 H 0.049
28 H 0.082
29 H 0.063
30 C -0.124
31 N -0.310
32 C -0.083
33 P 0.571
34 O -0.306
35 N -0.324
36 C -0.124
37 C -0.118
38 N -0.292
39 C -0.088
40 C -0.099
41 H 0.068
42 H 0.068
43 H 0.080
44 H 0.078
45 H 0.070
46 H 0.053
47 H 0.081
48 H 0.046
49 H 0.080
50 H 0.075
51 H 0.067
52 H 0.078
53 H 0.049
54 H 0.079
55 H 0.081
56 H 0.081
57 H 0.053
58 H 0.069
59 C -0.108
60 N -0.302
61 C -0.124
62 P 0.628
63 O -0.306
64 N -0.306
65 C -0.102
66 C -0.134
67 N -0.288
68 C -0.120
69 C -0.102
70 H 0.071
71 H 0.075
72 H 0.076
73 H 0.077
74 H 0.063
75 H 0.078
76 H 0.053
77 H 0.077
78 H 0.062
79 H 0.074
80 H 0.070
81 H 0.073
82 H 0.063
83 H 0.078
84 H 0.061
85 H 0.080
86 H 0.056
87 H 0.060
88 C -0.103
89 N -0.295
90 C -0.128
91 P 0.707
92 O -0.320
93 N -0.328
94 C -0.108
95 C -0.105
96 N -0.308
97 C -0.135
98 C -0.100
99 H 0.085